This record from the OMol25 dataset describes an isolated ion of composition C4H5N2 and charge +1 in a non-equilibrium geometry. The level of theory is ωB97M-V/def2-TZVPD.

Computed properties:
Charge   +1
HOMO energy   -15.475 eV
Electronic energy   -264.51123 a.u.
Structure (SMILES)   C=C1C[C@@H]1[N+]#N
Multiplicity   1
ΔE to the lowest compared entry with this formula, charge and spin   65.37 kcal per mole
Gap between HOMO and LUMO   9.90 eV

Positions of all 11 atoms, in Å:
1 C -0.171 -0.942 -0.393
2 C 0.296 0.486 -0.072
3 C 1.255 1.128 0.500
4 C -0.912 0.297 -0.915
5 N -1.096 -2.003 1.554
6 N -0.591 -1.548 0.675
7 H 0.622 -1.501 -0.895
8 H 1.126 2.199 0.622
9 H 2.186 0.835 1.142
10 H -0.970 0.553 -1.882
11 H -1.745 0.495 -0.337